[1]
C25H66Cu2N6O9 | the ωB97M-V functional and the def2-TZVPD basis

```
108
Properties=species:S:1:pos:R:3:mulliken_charge:R:1
Cu 0.59029 2.59882 -4.15689 0.90
Cu 3.13686 -2.14368 -1.21740 0.84
C 0.89645 0.94507 -0.72415 0.83
O 0.08460 1.83738 -1.05133 -0.69
O 0.66713 -0.19777 -0.27092 -0.56
O 1.82789 0.86251 -1.53009 -0.52
C 8.22746 -4.04637 -0.57050 -1.49
C 6.90780 -3.34404 -0.25395 0.38
C 6.98985 -2.11814 0.63197 -0.92
O 5.70885 -1.59448 0.72698 -0.18
C 5.61313 -0.52661 1.61490 -0.81
N 6.26837 -2.99856 -1.51270 -0.51
H 8.06396 -4.91035 -1.21463 0.42
H 8.76793 -4.42254 0.29811 0.38
H 8.90420 -3.42604 -1.15812 0.39
H 6.26624 -4.06717 0.24961 0.21
H 7.60293 -1.33322 0.18910 0.35
H 7.45495 -2.29592 1.60159 0.44
H 6.10269 0.36607 1.22561 0.34
H 5.91732 -0.74841 2.63783 0.32
H 4.57658 -0.18992 1.63245 0.22
H 6.95956 -2.47014 -2.02567 0.26
H 6.23496 -3.86363 -2.03293 0.28
C 4.53926 6.18720 -2.43992 -1.40
C 3.10361 5.56853 -2.69127 0.24
C 2.09205 6.58184 -3.13019 -0.95
O 0.77410 6.07402 -3.42895 -0.26
C -0.22716 7.12664 -3.61224 -0.75
N 3.24259 4.58584 -3.76177 -0.56
H 5.23553 5.43634 -2.06640 0.40
H 4.49253 6.96034 -1.67300 0.37
H 4.92779 6.65612 -3.34394 0.42
H 2.71812 5.13182 -1.76999 0.33
H 2.48696 7.15615 -3.96823 0.36
H 2.02717 7.39520 -2.40746 0.43
H -1.11089 6.68363 -4.07146 0.25
H 0.12474 7.89472 -4.30095 0.32
H -0.48326 7.52669 -2.63119 0.27
H 3.81438 5.11225 -4.40678 0.31
H 3.90508 3.95024 -3.34078 0.28
C -3.76307 5.88973 2.88933 -1.55
C -2.94927 6.01109 1.59307 0.46
C -1.40186 6.17126 1.92331 -0.72
O -1.15936 7.26004 2.78510 -0.33
C 0.26032 7.47381 2.89872 -0.68
N -3.29773 4.83598 0.74674 -0.18
H -4.77726 5.58401 2.63233 0.53
H -3.87151 6.86372 3.36647 0.38
H -3.35104 5.21895 3.64325 0.40
H -3.14760 6.95287 1.08140 0.32
H -0.81889 6.26698 1.00729 0.46
H -1.03328 5.21896 2.30457 0.41
H 0.60993 6.80123 3.68198 0.30
H 0.57212 8.48214 3.17103 0.29
H 0.83630 7.28685 1.99241 0.27
H -3.82358 4.19596 1.32464 0.31
H -2.45828 4.31467 0.53778 0.32
C -2.01341 0.71232 4.96341 -1.42
C -2.86360 -0.43287 4.48438 0.39
C -4.03693 -0.00912 3.52476 -0.51
O -4.95805 0.77922 4.23099 -0.30
C -6.21365 0.84658 3.66801 -0.82
N -1.95755 -1.29896 3.72476 -0.67
H -2.53962 1.31730 5.70179 0.35
H -1.67504 1.35493 4.15059 0.26
H -1.13248 0.23864 5.39661 0.43
H -3.07810 -1.01903 5.37798 0.31
H -4.46075 -0.96351 3.21232 0.40
H -3.67968 0.66224 2.74390 0.21
H -6.25363 1.01933 2.59252 0.33
H -6.75185 1.67327 4.13171 0.28
H -6.79178 -0.07025 3.78323 0.31
H -2.49423 -1.84437 3.06552 0.19
H -1.60213 -0.63289 3.05386 0.26
C 1.94147 -7.07217 0.93391 -1.32
C 0.85503 -6.03808 0.80245 0.28
C -0.47051 -6.33432 1.55879 -0.82
O -1.49722 -5.36593 1.25636 -0.23
C -2.79232 -5.81273 1.72845 -0.80
N 1.50490 -4.78347 1.23516 -0.55
H 2.26123 -7.05058 1.97573 0.38
H 2.66888 -6.78402 0.17500 0.29
H 1.59957 -8.08531 0.72237 0.39
H 0.59195 -5.87447 -0.24259 0.25
H -0.39195 -6.43414 2.64137 0.37
H -0.67075 -7.35770 1.24144 0.38
H -3.47359 -4.98603 1.52705 0.24
H -2.86311 -6.10461 2.77625 0.32
H -3.18547 -6.61897 1.10918 0.33
H 0.76279 -4.14064 1.47207 0.23
H 1.90307 -4.99466 2.13903 0.28
C -4.98297 -3.32508 -2.90708 -1.42
C -3.72677 -3.57322 -3.64978 0.67
C -3.94760 -3.94943 -5.13351 -0.61
O -4.83662 -5.04980 -5.24289 -0.34
C -4.30697 -6.31704 -4.86291 -0.64
N -2.81779 -2.40984 -3.55198 -0.80
H -4.68360 -3.09011 -1.88568 0.34
H -5.56143 -4.23236 -2.73295 0.34
H -5.75602 -2.63446 -3.24401 0.32
H -3.22418 -4.34561 -3.06761 0.11
H -3.00312 -4.18888 -5.62210 0.41
H -4.46455 -3.13859 -5.64673 0.28
H -3.49702 -6.51018 -5.56633 0.28
H -4.91288 -7.22215 -4.82149 0.29
H -3.92386 -6.20286 -3.84887 0.21
H -2.02974 -2.77057 -4.07058 0.26
H -2.42484 -2.30348 -2.62765 0.29
```

The charge is +2. As for the spin multiplicity: 3. The HOMO-LUMO gap (spin up / spin down) is 5.57 / 1.92 eV. The total energy is -143614.5748 eV. The value obtained for the LUMO energy (spin up / spin down) is -6.710 / -10.360 eV. Its max |F| is 5.745 eV/Å.

***

[2]
C25H68F6O23PS9 | the ωB97M-V functional and the def2-TZVPD basis

```
132
Properties=species:S:1:pos:R:3:mulliken_charge:R:1
P -23.78631 -0.12778 7.97230 1.40
F -23.82886 1.23338 8.88116 -0.44
F -23.01861 -0.88894 9.16034 0.03
F -25.22660 -0.50746 8.56099 -0.55
F -23.77121 -1.44997 7.04118 -0.06
F -24.48139 0.66083 6.71940 -0.41
F -22.34180 0.35495 7.39600 -0.44
O -28.82806 1.42757 12.29701 -0.71
S -28.84791 1.51556 10.87357 1.28
O -29.45013 0.50866 10.08201 -0.63
O -29.58013 2.85776 10.46776 -0.30
C -29.18997 4.06250 11.16305 -0.04
C -29.72511 5.26036 10.41224 -1.12
C -27.20858 1.79683 10.28897 0.88
H -28.11134 4.12668 11.29046 0.15
H -29.61984 4.00062 12.16499 0.42
H -30.75608 5.49958 10.66505 0.39
H -29.70387 5.00776 9.35082 0.16
H -29.09493 6.13906 10.53539 0.28
H -26.52409 1.03513 10.65543 -0.46
H -26.84748 2.74165 10.68223 -0.02
H -27.25599 1.78920 9.20339 -0.36
O -22.14854 1.19626 0.80374 -0.68
S -22.47245 0.90257 2.15503 1.25
O -21.47083 0.83229 3.16746 -0.59
O -23.53893 1.99798 2.60929 -0.48
C -23.80503 2.10436 4.02223 0.35
C -23.03219 3.24431 4.62366 -1.01
C -23.49119 -0.55707 2.22816 -0.86
H -23.62279 1.15419 4.52528 0.00
H -24.88228 2.25280 4.12402 0.23
H -23.25049 4.19619 4.13764 0.41
H -21.95506 3.06522 4.58480 0.40
H -23.21480 3.38854 5.69382 -0.03
H -23.18476 -1.17706 3.06754 0.17
H -23.27490 -1.09979 1.31115 0.50
H -24.53872 -0.29383 2.34722 0.33
O -29.33269 -5.79515 9.07535 -0.65
S -28.44441 -4.80337 8.60236 1.19
O -28.82206 -3.87931 7.58955 -0.57
O -27.95068 -3.98251 9.85810 -0.39
C -27.49407 -2.62687 9.61470 0.18
C -26.74649 -2.12629 10.81548 -0.19
C -26.92581 -5.62847 8.21778 -0.77
H -28.33653 -1.99389 9.34743 0.28
H -26.79822 -2.65350 8.76980 -0.01
H -27.41455 -1.82844 11.62385 0.39
H -26.20803 -1.23482 10.49080 -0.64
H -25.97503 -2.81106 11.16808 0.27
H -26.76657 -6.34430 9.01693 0.35
H -26.10325 -4.93927 8.04891 0.14
H -27.08368 -6.18206 7.28831 0.36
O -23.26374 -0.54129 14.29265 -0.71
S -22.81372 -0.74520 12.94681 1.21
O -21.45417 -0.42423 12.63307 -0.59
O -23.17057 -2.22477 12.50551 -0.14
C -22.24712 -3.30642 12.78817 0.00
C -23.08172 -4.55305 12.57844 -1.27
C -23.89399 0.12556 11.84008 0.09
H -21.94328 -3.22986 13.83009 0.39
H -21.40080 -3.30186 12.10923 0.04
H -22.44481 -5.43319 12.65497 0.41
H -23.50195 -4.57164 11.56997 0.22
H -23.92006 -4.56286 13.27225 0.36
H -24.68235 -0.56434 11.54298 -0.42
H -23.30687 0.40523 10.97557 -0.25
H -24.36044 0.90224 12.43829 0.54
O -28.55195 3.76055 7.39516 -0.56
S -27.47145 4.67730 7.30292 1.34
O -27.57925 5.94729 6.69603 -0.70
O -27.00005 4.91327 8.80985 -0.29
C -25.89320 5.76230 9.12216 -0.51
C -24.76896 4.95578 9.71274 -0.85
C -26.04622 3.80879 6.70913 -0.68
H -26.23574 6.54028 9.80703 0.38
H -25.54955 6.32699 8.24934 0.43
H -25.03192 4.52697 10.68144 0.28
H -23.91875 5.61192 9.92526 0.48
H -24.39799 4.16521 9.06189 0.05
H -25.18222 4.46305 6.82232 0.43
H -26.21260 3.59560 5.65504 0.54
H -25.85162 2.91329 7.29406 -0.27
O -22.68594 -4.04165 2.75027 -0.66
S -24.05709 -4.17967 3.11350 1.34
O -25.07741 -3.39508 2.53104 -0.64
O -24.43825 -5.69448 2.81582 -0.30
C -23.54392 -6.71358 3.25551 -0.19
C -23.75548 -8.00581 2.49986 -1.32
C -24.21104 -4.12584 4.87187 -0.63
H -23.57513 -6.91205 4.33190 0.27
H -22.52357 -6.36463 3.06736 0.36
H -24.62284 -8.54231 2.88118 0.31
H -22.88541 -8.62328 2.74498 0.39
H -23.74952 -7.89105 1.42003 0.33
H -24.02472 -3.08856 5.15964 -0.19
H -23.36253 -4.65310 5.30912 0.51
H -25.16063 -4.55193 5.17182 0.41
O -19.39139 4.47515 8.35921 -0.69
S -19.56498 3.06770 8.22793 1.24
O -18.46104 2.23852 7.86675 -0.65
O -20.13228 2.56950 9.62316 -0.44
C -20.20156 1.13255 9.82347 1.51
C -19.22209 0.73241 10.88427 -1.52
C -20.95603 2.77007 7.15017 -0.60
H -20.02674 0.57991 8.89984 0.07
H -21.22825 0.93183 10.12278 -0.64
H -18.17992 0.75732 10.57258 0.34
H -19.39508 -0.28079 11.26133 0.29
H -19.42085 1.28324 11.80578 0.36
H -20.94029 1.73842 6.81824 0.30
H -20.82902 3.48302 6.33890 0.56
H -21.82365 3.02600 7.75160 -0.14
C -21.30638 -3.09890 8.51562 -0.78
S -20.09281 -2.80896 9.80312 0.84
O -19.50431 -4.13016 10.20805 -0.78
C -18.79613 -2.21243 8.69113 -1.10
H -20.93265 -3.89877 7.87112 0.58
H -21.36839 -2.18218 7.93290 -0.11
H -22.29690 -3.35278 8.88020 0.22
H -18.08941 -1.62276 9.27308 0.32
H -19.23024 -1.48880 7.99527 0.23
H -18.35629 -3.07216 8.19861 0.45
C -27.79172 0.94031 5.72961 -0.49
S -27.85565 -0.11035 4.26990 0.29
O -27.01224 0.56231 3.24057 -0.58
C -26.80010 -1.36472 5.03742 0.20
H -28.37210 0.54061 6.56332 0.45
H -28.19051 1.91388 5.44463 0.51
H -26.76657 1.06124 6.07868 -0.43
H -26.18391 -0.93250 5.81561 -0.37
H -26.16686 -1.75369 4.23926 -0.25
H -27.45770 -2.15844 5.39759 0.48
```

The charge is -1. The HOMO-LUMO gap is 8.78 eV. The total energy is -197237.0190 eV. The value obtained for the LUMO energy is 1.509 eV. Its max |F| is 2.218 eV/Å.